(1)
The following is a DFT calculation (the ωB97M-V functional and the def2-TZVPD basis) of a molecular structure, C23H14BrN3O5Pd.

Kohn-Sham gap (spin up / spin down) = 6.947 / 6.702 eV
E_LUMO (spin up / spin down) = -0.90 / -1.15 eV
spin multiplicity = 3
HOMO energy (spin up / spin down) = -7.8 / -7.9 eV
energy above the lowest of the compared OMol25 structures with the same formula, charge and spin = 0.2945 eV

Last column: Löwdin charge in e.
Geometry (Å):
Pd1 -0.440 0.023 0.171  1.125
Br1 -4.211 0.638 -6.183  0.717
C1 -3.126 0.140 -4.712  -0.706
C2 -2.659 -1.181 -4.598  -0.112
C3 -1.887 -1.553 -3.536  -0.006
C4 -1.511 -0.644 -2.508  -0.347
O1 -0.821 -1.113 -1.518  -0.168
C5 -1.958 0.705 -2.666  -0.126
C6 -1.661 1.813 -1.797  -0.075
N1 -0.738 1.845 -0.908  0.001
C7 -0.543 2.966 -0.055  -0.185
C8 -0.834 4.250 -0.399  -0.008
C9 -0.621 5.320 0.504  -0.059
C10 -0.098 5.092 1.736  -0.031
C11 0.258 3.772 2.117  -0.146
C12 0.834 3.472 3.376  0.000
C13 1.185 2.196 3.680  -0.032
C14 0.958 1.188 2.717  -0.096
N2 0.421 1.426 1.554  0.005
C15 0.048 2.710 1.229  -0.139
C16 -2.792 1.050 -3.762  -0.104
H1 -2.927 -1.908 -5.354  0.103
H2 -1.542 -2.574 -3.431  0.120
H3 -2.291 2.696 -1.933  0.128
H4 -1.225 4.462 -1.386  0.113
H5 -0.874 6.326 0.198  0.110
H6 0.067 5.906 2.431  0.116
H7 0.992 4.274 4.087  0.123
H8 1.628 1.938 4.632  0.110
H9 1.220 0.156 2.922  0.123
H10 -3.151 2.069 -3.846  0.105
O2 -2.292 0.373 1.291  -0.071
C17 -2.253 -0.781 1.837  -0.604
O3 -1.276 -1.544 1.697  -0.039
C18 -3.418 -1.225 2.666  -0.116
C19 -4.485 -0.375 2.927  -0.002
C20 -5.553 -0.813 3.699  -0.049
C21 -5.564 -2.101 4.213  0.001
C22 -4.490 -2.921 3.930  -0.128
C23 -3.415 -2.518 3.170  0.068
N3 -4.492 -4.306 4.472  -0.353
O4 -5.377 -4.595 5.249  0.074
O5 -3.533 -5.003 4.225  0.084
H11 -4.466 0.625 2.513  0.119
H12 -6.385 -0.151 3.904  0.108
H13 -6.378 -2.474 4.816  0.119
H14 -2.590 -3.184 2.968  0.131



(2)
The following is a DFT calculation (the ωB97M-V functional and the def2-TZVPD basis) of a molecular structure, C23H14BrN3O5Re.

Kohn-Sham gap (spin up / spin down) = 6.554 / 6.338 eV
E_LUMO (spin up / spin down) = -8.12 / -8.33 eV
spin multiplicity = 2
net charge = +2
HOMO energy (spin up / spin down) = -14.7 / -14.7 eV
energy above the lowest of the compared OMol25 structures with the same formula, charge and spin = 0.8801 eV

Last column: Löwdin charge in e.
Geometry (Å):
Re1 1.798 0.170 0.775  1.735
Br1 0.280 -4.561 6.206  0.865
C1 0.930 -3.288 5.000  -0.669
C2 2.309 -3.043 4.914  -0.038
C3 2.818 -2.104 4.038  0.036
C4 1.952 -1.406 3.218  -0.258
O1 2.475 -0.457 2.388  -0.215
C5 0.562 -1.633 3.277  -0.128
C6 -0.366 -0.870 2.530  0.013
N1 -0.060 -0.059 1.549  -0.060
C7 -1.016 0.872 1.024  -0.185
C8 -2.379 0.763 1.010  0.042
C9 -3.156 1.828 0.500  -0.008
C10 -2.573 2.972 0.029  0.029
C11 -1.161 3.093 0.021  -0.122
C12 -0.449 4.225 -0.429  0.080
C13 0.929 4.237 -0.402  0.011
C14 1.615 3.114 0.047  -0.049
N2 0.974 2.022 0.480  -0.090
C15 -0.404 2.017 0.499  -0.159
C16 0.067 -2.578 4.202  -0.042
H1 2.983 -3.595 5.555  0.127
H2 3.879 -1.906 3.987  0.142
H3 -1.407 -0.921 2.835  0.152
H4 -2.882 -0.122 1.378  0.131
H5 -4.232 1.727 0.496  0.131
H6 -3.176 3.790 -0.342  0.139
H7 -0.995 5.086 -0.796  0.147
H8 1.491 5.097 -0.736  0.134
H9 2.697 3.073 0.052  0.135
H10 -0.999 -2.748 4.275  0.126
O2 2.181 -2.782 -1.415  0.230
C17 1.751 -1.725 -1.665  -0.369
O3 2.209 -0.604 -0.783  -0.274
C18 0.787 -1.278 -2.681  -0.144
C19 0.479 0.067 -2.889  -0.008
C20 -0.472 0.414 -3.829  0.027
C21 -1.088 -0.598 -4.543  -0.100
C22 -0.780 -1.936 -4.380  0.051
C23 0.173 -2.276 -3.436  0.039
N3 -2.132 -0.218 -5.532  -0.343
O4 -2.399 0.961 -5.613  0.102
O5 -2.637 -1.113 -6.163  0.126
H11 1.012 0.842 -2.360  0.102
H12 -0.738 1.440 -4.035  0.127
H13 -1.285 -2.680 -4.980  0.138
H14 0.438 -3.312 -3.273  0.140



(3)
The following is a DFT calculation (the ωB97M-V functional and the def2-TZVPD basis) of a molecular structure, C23H14Cl2N3O9Rh.

Kohn-Sham gap (spin up / spin down) = 7.507 / 5.612 eV
E_LUMO (spin up / spin down) = -1.31 / -3.38 eV
spin multiplicity = 5
HOMO energy (spin up / spin down) = -8.8 / -9.0 eV

Last column: Löwdin charge in e.
Geometry (Å):
Rh1 -0.088 0.564 0.445  1.225
Cl1 1.674 -5.048 4.392  0.743
C1 0.885 -3.993 3.296  -0.635
C2 -0.521 -3.884 3.349  -0.076
C3 -1.154 -3.047 2.489  0.047
C4 -0.420 -2.233 1.543  -0.316
O1 -1.055 -1.435 0.824  -0.001
C5 1.032 -2.401 1.491  -0.088
C6 1.886 -1.772 0.499  -0.061
N1 1.503 -0.840 -0.287  0.042
C7 2.331 -0.343 -1.316  -0.184
C8 3.479 -0.935 -1.777  0.006
C9 4.217 -0.341 -2.821  -0.055
C10 3.794 0.819 -3.404  -0.015
C11 2.598 1.439 -2.974  -0.139
C12 2.090 2.634 -3.536  0.008
C13 0.926 3.160 -3.061  -0.020
C14 0.257 2.500 -2.010  -0.082
N2 0.709 1.395 -1.473  0.029
C15 1.864 0.852 -1.930  -0.158
C16 1.636 -3.281 2.370  -0.044
H1 -1.065 -4.467 4.079  0.114
H2 -2.227 -2.916 2.499  0.133
H3 2.901 -2.167 0.455  0.130
H4 3.833 -1.867 -1.358  0.109
H5 5.125 -0.821 -3.159  0.109
H6 4.363 1.275 -4.204  0.118
H7 2.636 3.115 -4.338  0.122
H8 0.508 4.071 -3.464  0.112
H9 -0.667 2.883 -1.594  0.114
H10 2.710 -3.414 2.342  0.122
O2 -1.578 1.209 2.069  -0.055
C17 -2.315 1.708 1.183  -0.610
O3 -2.062 1.575 -0.049  -0.083
C18 -3.528 2.488 1.590  -0.110
C19 -3.746 2.780 2.933  0.004
C20 -4.863 3.504 3.322  -0.049
C21 -5.777 3.937 2.374  0.002
C22 -5.535 3.635 1.046  -0.132
C23 -4.429 2.921 0.628  0.067
N3 -6.502 4.098 0.029  -0.355
O4 -6.254 3.865 -1.135  0.078
O5 -7.487 4.693 0.418  0.072
H11 -3.020 2.435 3.656  0.122
H12 -5.023 3.734 4.367  0.108
H13 -6.659 4.498 2.644  0.118
H14 -4.267 2.707 -0.417  0.128
O6 1.502 0.720 2.274  -0.404
Cl2 1.982 2.050 1.846  0.678
O7 2.422 2.799 2.965  -0.282
O8 0.833 2.693 1.203  -0.386
O9 3.028 1.868 0.881  -0.324



| no. | maximum force (eV/A) |
| --- | --- |
| 1 | 1.24 |
| 2 | 0.19 |
| 3 | 0.56 |